Computed, not measured: a cluster of 13 separate species, C36H71Br24NO2 in total at a distorted geometry, with ωB97M-V/def2-TZVPD.

Values from the calculation:
- Kohn-Sham gap (eV) = 9.20
- HOMO (Ha) = -0.337
- calculated total energy (Ha) = -63395.87397

Each atom is followed by the atoms it is bonded to, with distances in Å.
Cartesian coordinates (Å):
1 C 1.860 -5.434 1.767  C2 1.542, H16 1.088, H17 1.087, H18 1.089
2 C 0.886 -4.762 0.780  C1 1.542, C3 1.544, H19 1.087, H20 1.081
3 C 1.278 -3.290 0.525  C2 1.544, C4 1.577, H21 1.088, H22 1.099
4 C 0.843 -2.378 1.736  C3 1.577, C5 1.508, H23 1.090, H24 1.094
5 C -0.201 -1.422 1.217  C4 1.508, N6 1.487, C11 1.560, H25 1.086
6 N -1.292 -2.137 0.501  C5 1.487, C7 1.414, H26 1.023
7 C -2.555 -1.574 0.796  N6 1.414, O8 1.161, C9 1.552
8 O -3.555 -1.946 0.341  C7 1.161
9 C -2.414 -0.420 1.825  C7 1.552, C10 1.562, C11 1.517, H27 1.078
10 C -2.665 0.872 0.984  C9 1.562, H28 1.081, H29 1.085, H30 1.086
11 C -0.964 -0.542 2.255  C5 1.560, C9 1.517, C12 1.543, H31 1.086
12 C -0.753 -0.807 3.760  C11 1.543, O13 1.419, H32 1.089, H33 1.092
13 O -0.760 0.430 4.455  C12 1.419, C14 1.413
14 C 0.469 0.723 5.087  O13 1.413, C15 1.541, H34 1.090, H35 1.086
15 C 1.693 0.810 4.156  C14 1.541, H36 1.084, H37 1.087, H38 1.083
16 H 1.497 -6.427 2.023  C1 1.088
17 H 2.843 -5.538 1.315  C1 1.087
18 H 1.974 -4.868 2.691  C1 1.089
19 H -0.109 -4.819 1.213  C2 1.087
20 H 0.929 -5.314 -0.149  C2 1.081
21 H 0.825 -2.966 -0.409  C3 1.088
22 H 2.362 -3.225 0.358  C3 1.099
23 H 0.409 -3.042 2.483  C4 1.090
24 H 1.701 -1.812 2.110  C4 1.094
25 H 0.238 -0.684 0.552  C5 1.086
26 H -1.319 -3.035 0.990  N6 1.023
27 H -3.126 -0.518 2.629  C9 1.078
28 H -1.945 1.640 1.229  C10 1.081
29 H -3.686 1.182 1.182  C10 1.085
30 H -2.606 0.627 -0.072  C10 1.086
31 H -0.493 0.431 2.156  C11 1.086
32 H 0.151 -1.381 3.961  C12 1.089
33 H -1.582 -1.416 4.127  C12 1.092
34 H 0.666 0.059 5.930  C14 1.090
35 H 0.336 1.705 5.532  C14 1.086
36 H 2.115 1.807 4.111  C15 1.084
37 H 2.473 0.172 4.564  C15 1.087
38 H 1.496 0.498 3.138  C15 1.083
39 Br 2.341 -6.033 -4.714  C40 1.947
40 C 0.822 -6.729 -3.713  Br39 1.947, C41 1.502, H43 1.086, H44 1.088
41 C -0.371 -5.823 -3.831  C40 1.502, Br42 1.946, H45 1.088, H46 1.086
42 Br -0.172 -4.245 -2.708  C41 1.946
43 H 1.154 -6.863 -2.688  C40 1.086
44 H 0.610 -7.701 -4.152  C40 1.088
45 H -1.266 -6.323 -3.467  C41 1.088
46 H -0.539 -5.474 -4.845  C41 1.086
47 Br -3.047 4.447 1.956  C48 1.946
48 C -4.476 4.431 0.635  Br47 1.946, C49 1.505, H51 1.086, H52 1.088
49 C -3.929 4.435 -0.768  C48 1.505, Br50 1.944, H53 1.088, H54 1.086
50 Br -3.285 6.201 -1.265  C49 1.944
51 H -5.108 5.288 0.846  C48 1.086
52 H -5.033 3.515 0.824  C48 1.088
53 H -4.714 4.199 -1.484  C49 1.088
54 H -3.101 3.746 -0.902  C49 1.086
55 Br -3.875 9.088 2.087  C56 1.947
56 C -2.023 8.600 1.744  Br55 1.947, C57 1.507, H59 1.087, H60 1.088
57 C -1.273 9.710 1.052  C56 1.507, Br58 1.946, H61 1.088, H62 1.086
58 Br -1.727 9.814 -0.838  C57 1.946
59 H -2.042 7.678 1.170  C56 1.087
60 H -1.594 8.406 2.725  C56 1.088
61 H -0.203 9.517 1.076  C57 1.088
62 H -1.472 10.689 1.477  C57 1.086
63 Br 2.679 -3.132 5.427  C64 1.949
64 C 4.521 -3.671 5.090  Br63 1.949, C65 1.504, H67 1.086, H68 1.089
65 C 5.264 -2.627 4.303  C64 1.504, Br66 1.945, H69 1.086, H70 1.085
66 Br 4.756 -2.664 2.425  C65 1.945
67 H 4.482 -4.632 4.586  C64 1.086
68 H 4.968 -3.795 6.075  C64 1.089
69 H 6.332 -2.825 4.315  C65 1.086
70 H 5.084 -1.618 4.659  C65 1.085
71 Br 1.556 -10.434 -3.710  C72 1.949
72 C -0.111 -11.317 -3.217  Br71 1.949, C73 1.504, H75 1.086, H76 1.089
73 C -1.169 -11.104 -4.264  C72 1.504, Br74 1.948, H77 1.089, H78 1.088
74 Br -1.925 -9.311 -4.164  C73 1.948
75 H -0.394 -10.937 -2.240  C72 1.086
76 H 0.138 -12.373 -3.135  C72 1.089
77 H -2.010 -11.777 -4.106  C73 1.089
78 H -0.788 -11.231 -5.275  C73 1.088
79 Br -3.084 13.553 -0.647  C80 1.946
80 C -4.691 12.489 -0.382  Br79 1.946, C81 1.503, H83 1.084, H84 1.090
81 C -5.737 12.805 -1.414  C80 1.503, Br82 1.950, H85 1.088, H86 1.086
82 Br -6.622 14.500 -1.029  C81 1.950
83 H -5.027 12.676 0.632  C80 1.084
84 H -4.367 11.452 -0.468  C80 1.090
85 H -6.528 12.058 -1.396  C81 1.088
86 H -5.335 12.880 -2.419  C81 1.086
87 Br 0.330 -6.781 -7.757  C88 1.944
88 C 0.585 -8.645 -7.271  Br87 1.944, C89 1.504, H91 1.087, H92 1.089
89 C 0.317 -9.574 -8.423  C88 1.504, Br90 1.951, H93 1.085, H94 1.086
90 Br -1.596 -9.788 -8.743  C89 1.951
91 H -0.059 -8.836 -6.416  C88 1.087
92 H 1.627 -8.716 -6.960  C88 1.089
93 H 0.684 -10.569 -8.194  C89 1.085
94 H 0.754 -9.235 -9.357  C89 1.086
95 Br 5.764 -1.174 8.314  C96 1.946
96 C 7.621 -1.677 8.017  Br95 1.946, C97 1.505, H99 1.085, H100 1.088
97 C 8.374 -0.610 7.268  C96 1.505, Br98 1.945, H101 1.088, H102 1.085
98 Br 7.906 -0.617 5.380  C97 1.945
99 H 7.607 -2.627 7.492  C96 1.085
100 H 8.045 -1.819 9.009  C96 1.088
101 H 9.444 -0.803 7.304  C97 1.088
102 H 8.176 0.391 7.637  C97 1.085
103 Br 5.260 -6.118 -1.160  C104 1.946
104 C 5.544 -6.605 -3.023  Br103 1.946, C105 1.505, H107 1.086, H108 1.089
105 C 6.867 -6.102 -3.533  C104 1.505, Br106 1.946, H109 1.088, H110 1.086
106 Br 6.814 -4.191 -3.896  C105 1.946
107 H 4.696 -6.213 -3.576  C104 1.086
108 H 5.516 -7.693 -3.042  C104 1.089
109 H 7.109 -6.568 -4.486  C105 1.088
110 H 7.681 -6.267 -2.834  C105 1.086
111 Br -8.583 14.409 2.494  C112 1.946
112 C -7.167 14.568 3.818  Br111 1.946, C113 1.505, H115 1.085, H116 1.088
113 C -5.822 14.236 3.230  C112 1.505, Br114 1.948, H117 1.088, H118 1.087
114 Br -5.593 12.313 3.014  C113 1.948
115 H -7.436 13.922 4.648  C112 1.085
116 H -7.195 15.606 4.144  C112 1.088
117 H -5.023 14.544 3.902  C113 1.088
118 H -5.664 14.684 2.253  C113 1.087
119 Br -0.501 -12.769 -7.215  C120 1.949
120 C 0.391 -14.154 -6.173  Br119 1.949, C121 1.505, H123 1.086, H124 1.090
121 C 1.183 -15.085 -7.051  C120 1.505, Br122 1.945, H125 1.088, H126 1.085
122 Br 0.027 -16.338 -7.987  C121 1.945
123 H -0.380 -14.665 -5.604  C120 1.086
124 H 1.052 -13.620 -5.491  C120 1.090
125 H 1.848 -15.701 -6.450  C121 1.088
126 H 1.760 -14.562 -7.807  C121 1.085
127 Br -3.776 17.447 -0.720  C128 1.946
128 C -2.082 18.403 -0.741  Br127 1.946, C129 1.506, H131 1.085, H132 1.088
129 C -0.956 17.521 -1.212  C128 1.506, Br130 1.947, H133 1.088, H134 1.086
130 Br -0.391 16.278 0.175  C129 1.947
131 H -1.923 18.789 0.261  C128 1.085
132 H -2.229 19.233 -1.429  C128 1.088
133 H -0.073 18.116 -1.439  C129 1.088
134 H -1.221 16.926 -2.081  C129 1.086

Löwdin atomic charge list, values in e, 8 entries: number 1, C, carries -0.105; number 2, C, carries -0.264; number 3, C, carries -0.204; number 4, C, carries -0.151; number 5, C, carries -0.272; number 6, N, carries 0.117; number 7, C, carries -0.472; number 8, O, carries 0.143



Computed, not measured: the molecule C25H32N4O4 at a distorted geometry, with ωB97M-V/def2-TZVPD.

Values from the calculation:
- Kohn-Sham gap (eV) = 8.95
- HOMO (Ha) = -0.315
- calculated total energy (Ha) = -1491.83527
- energy above the lowest of the compared OMol25 structures with the same formula, charge and spin (eV) = 2.445

Each atom is followed by the atoms it is bonded to, with distances in Å.
Cartesian coordinates (Å):
1 C -10.641 -1.623 -0.235  C2 1.487, H34 1.090, H35 1.087, H36 1.090
2 C -9.226 -1.680 -0.690  C1 1.487, C3 1.335, H37 1.083
3 C -8.208 -1.060 -0.087  C2 1.335, C4 1.436, H38 1.083
4 C -6.851 -1.135 -0.550  C3 1.436, C5 1.341, H39 1.083
5 C -5.816 -0.528 0.049  C4 1.341, C6 1.468, H40 1.078
6 C -4.461 -0.664 -0.501  C5 1.468, O7 1.222, N8 1.364
7 O -4.204 -1.320 -1.500  C6 1.222
8 N -3.460 -0.015 0.160  C6 1.364, C9 1.448, C30 1.449
9 C -2.102 -0.120 -0.330  N8 1.448, C10 1.528, H41 1.097, H42 1.093
10 C -1.355 1.035 0.334  C9 1.528, C11 1.533, O28 1.453, C29 1.534
11 C 0.163 0.859 0.459  C10 1.533, C12 1.512, H43 1.090, H44 1.091
12 C 0.658 2.030 -0.359  C11 1.512, C13 1.449, N27 1.275
13 C 2.055 2.345 -0.582  C12 1.449, C14 1.396, C26 1.393
14 C 2.410 3.449 -1.359  C13 1.396, C15 1.381, H45 1.077
15 C 3.744 3.740 -1.566  C14 1.381, C16 1.384, H46 1.080
16 C 4.731 2.946 -1.010  C15 1.384, C17 1.394, H47 1.081
17 C 4.387 1.842 -0.231  C16 1.394, N18 1.397, C26 1.389
18 N 5.418 1.070 0.308  C17 1.397, C19 1.365, H48 1.011
19 C 5.340 -0.045 1.093  N18 1.365, O20 1.211, C21 1.519
20 O 4.305 -0.534 1.488  C19 1.211
21 C 6.705 -0.620 1.429  C19 1.519, C22 1.534, H49 1.093, H50 1.090
22 C 7.424 -1.170 0.191  C21 1.534, C23 1.530, H51 1.092, H52 1.094
23 C 6.560 -2.121 -0.639  C22 1.530, C24 1.527, H53 1.093, H54 1.093
24 C 6.087 -3.347 0.140  C23 1.527, C25 1.524, H55 1.090, H56 1.093
25 C 5.388 -4.348 -0.772  C24 1.524, H57 1.088, H58 1.087, H59 1.088
26 C 3.046 1.544 -0.020  C13 1.393, C17 1.389, H60 1.076
27 N -0.293 2.727 -0.843  C12 1.275, O28 1.360
28 O -1.506 2.224 -0.488  C10 1.453, N27 1.360
29 C -2.114 1.226 1.654  C10 1.534, C30 1.538, H61 1.090, H62 1.090
30 C -3.561 0.800 1.354  N8 1.449, C29 1.538, C31 1.542, H63 1.097
31 C -4.470 2.031 1.172  C30 1.542, N32 1.342, O33 1.212
32 N -4.307 2.676 0.006  C31 1.342, H64 1.007, H65 1.007
33 O -5.265 2.363 2.024  C31 1.212
34 H -11.004 -2.626 -0.011  C1 1.090
35 H -10.745 -1.003 0.652  C1 1.087
36 H -11.273 -1.218 -1.026  C1 1.090
37 H -9.039 -2.276 -1.574  C2 1.083
38 H -8.386 -0.462 0.797  C3 1.083
39 H -6.654 -1.722 -1.438  C4 1.083
40 H -5.965 0.068 0.935  C5 1.078
41 H -1.665 -1.084 -0.040  C9 1.097
42 H -2.095 -0.054 -1.421  C9 1.093
43 H 0.504 -0.088 0.041  C11 1.090
44 H 0.505 0.930 1.493  C11 1.091
45 H 1.630 4.058 -1.785  C14 1.077
46 H 4.023 4.593 -2.167  C15 1.080
47 H 5.773 3.180 -1.178  C16 1.081
48 H 6.347 1.384 0.061  N18 1.011
49 H 7.319 0.154 1.897  C21 1.093
50 H 6.553 -1.418 2.155  C21 1.090
51 H 8.323 -1.695 0.521  C22 1.092
52 H 7.747 -0.344 -0.450  C22 1.094
53 H 7.144 -2.451 -1.502  C23 1.093
54 H 5.687 -1.584 -1.019  C23 1.093
55 H 5.393 -3.036 0.921  C24 1.090
56 H 6.945 -3.827 0.616  C24 1.093
57 H 4.524 -3.888 -1.247  C25 1.088
58 H 5.048 -5.210 -0.204  C25 1.087
59 H 6.063 -4.695 -1.552  C25 1.088
60 H 2.791 0.689 0.582  C26 1.076
61 H -1.679 0.577 2.414  C29 1.090
62 H -2.057 2.258 1.999  C29 1.090
63 H -3.972 0.225 2.194  C30 1.097
64 H -3.535 2.465 -0.606  N32 1.007
65 H -4.831 3.521 -0.152  N32 1.007

natural (NBO) atomic charge list, values in e, 8 entries: number 1, C, carries -0.645; number 2, C, carries -0.109; number 3, C, carries -0.259; number 4, C, carries -0.095; number 5, C, carries -0.342; number 6, C, carries 0.659; number 7, O, carries -0.633; number 8, N, carries -0.438



What is the formula in the second record? C25H32N4O4



Which of these has the highest Kohn-Sham gap? C36H71Br24NO2



calculated total energy of number 2 (C25H32N4O4)? -1491.83527 Ha